Here is a molecular structure, C25H20BF4MoP2S2 from the Open Molecules 2025 dataset. Energies are from the ωB97M-V functional and the def2-TZVPD basis.

Calculated values
E = -79876.94206 eV
Net charge = +3
ΔE to the lowest compared entry with this formula, charge and spin = 0.0 kcal/mol
Orbital gap (spin up / spin down) = 0.207 / 0.207 hartree
2S+1 = 1
Molar mass = 629.261 g/mol

Atoms and positions in Å:
Mo (-2.540, -0.063, -1.265)
S (-3.180, 0.993, 0.669)
P (-1.121, 1.499, 0.561)
C (-0.821, 0.230, -0.737)
P (-0.425, -1.552, -0.610)
S (-2.413, -2.286, -1.060)
C (0.679, -1.935, -1.924)
C (0.859, -3.288, -2.247)
C (1.779, -3.616, -3.224)
C (2.521, -2.614, -3.850)
C (2.346, -1.277, -3.511)
C (1.419, -0.923, -2.545)
C (-0.014, -2.133, 1.005)
C (-0.929, -2.786, 1.828)
C (-0.488, -3.289, 3.038)
C (0.842, -3.126, 3.419)
C (1.744, -2.460, 2.590)
C (1.329, -1.969, 1.365)
C (-0.333, 1.140, 2.093)
C (0.974, 1.630, 2.233)
C (1.621, 1.435, 3.438)
C (0.975, 0.764, 4.476)
C (-0.318, 0.272, 4.317)
C (-0.984, 0.453, 3.118)
C (-0.794, 3.077, -0.117)
C (-0.616, 3.248, -1.495)
C (-0.421, 4.524, -1.987)
C (-0.429, 5.611, -1.116)
C (-0.621, 5.434, 0.251)
C (-0.807, 4.164, 0.767)
H (0.296, -4.068, -1.748)
H (1.924, -4.653, -3.496)
H (3.245, -2.881, -4.608)
H (2.934, -0.512, -4.000)
H (1.281, 0.118, -2.279)
H (-1.965, -2.918, 1.536)
H (-1.178, -3.822, 3.679)
H (1.182, -3.535, 4.361)
H (2.779, -2.351, 2.886)
H (2.040, -1.497, 0.696)
H (1.461, 2.176, 1.433)
H (2.621, 1.823, 3.577)
H (1.482, 0.634, 5.424)
H (-0.814, -0.233, 5.135)
H (-1.994, 0.084, 2.998)
H (-0.609, 2.402, -2.174)
H (-0.263, 4.676, -3.046)
H (-0.283, 6.609, -1.509)
H (-0.623, 6.287, 0.915)
H (-0.948, 4.022, 1.832)
F (-3.439, 1.093, -2.348)
B (-2.252, -1.170, -4.741)
F (-1.504, -1.063, -5.787)
F (-3.375, -1.816, -4.644)
F (-1.832, -0.560, -3.575)

Here is a molecular structure, C25H20Cl4O2PW from the Open Molecules 2025 dataset. Energies are from the ωB97M-V functional and the def2-TZVPD basis.

Calculated values
E = -91538.04445 eV
Net charge = +1
ΔE to the lowest compared entry with this formula, charge and spin = 16.7 kcal/mol
Orbital gap (spin up / spin down) = 0.145 / 0.138 hartree
2S+1 = 3
Molar mass = 709.059 g/mol

Atoms and positions in Å:
C (-0.379, -1.548, 4.238)
C (-0.273, -1.658, 2.819)
C (1.017, -2.250, 2.534)
H (-1.040, -1.494, 2.008)
C (1.626, -2.577, 3.784)
C (0.793, -2.101, 4.869)
H (0.930, -2.314, 5.979)
H (-1.336, -1.239, 4.753)
H (1.251, -2.505, 1.498)
H (2.565, -3.147, 3.911)
W (1.456, -0.333, 3.753)
Cl (3.624, -0.139, 3.053)
P (0.348, 0.093, -1.017)
C (1.510, -1.021, -1.954)
C (1.187, -1.905, -3.007)
H (0.166, -1.924, -3.418)
C (2.129, -2.831, -3.508)
H (1.875, -3.502, -4.329)
C (3.399, -2.932, -2.945)
H (4.143, -3.617, -3.353)
C (3.696, -2.140, -1.837)
H (4.662, -2.288, -1.355)
C (2.789, -1.195, -1.347)
H (3.008, -0.598, -0.446)
C (-1.405, -0.371, -1.417)
C (-1.758, -1.743, -1.281)
H (-1.033, -2.467, -0.849)
C (-3.055, -2.154, -1.609)
H (-3.293, -3.213, -1.600)
C (-4.043, -1.234, -1.944)
H (-5.002, -1.576, -2.331)
C (-3.786, 0.126, -1.762)
H (-4.587, 0.853, -1.895)
C (-2.491, 0.549, -1.390)
H (-2.391, 1.569, -0.995)
C (0.610, 1.819, -1.565)
C (1.350, 2.220, -2.713)
H (1.844, 1.448, -3.338)
C (1.504, 3.598, -3.032)
H (2.035, 3.882, -3.942)
C (0.985, 4.586, -2.191)
H (1.055, 5.637, -2.441)
C (0.374, 4.202, -0.992)
H (-0.003, 4.956, -0.301)
C (0.246, 2.844, -0.648)
H (-0.095, 2.532, 0.371)
Cl (-2.209, 3.958, 4.855)
C (-2.360, 2.561, 3.987)
Cl (0.262, 1.638, 3.522)
Cl (-3.001, 1.196, 4.689)
C (-2.861, 2.574, 2.312)
O (-3.782, 3.375, 2.251)
O (-2.256, 1.797, 1.564)

Here is a molecular structure, C25H20N4PS2W from the Open Molecules 2025 dataset. Energies are from the ωB97M-V functional and the def2-TZVPD basis.

Calculated values
E = -64964.15777 eV
Net charge = +3
ΔE to the lowest compared entry with this formula, charge and spin = 2.1 kcal/mol
Orbital gap = 0.229 hartree
2S+1 = 1
Molar mass = 655.411 g/mol

Atoms and positions in Å:
W (0.016, 0.657, 0.012)
C (-0.638, -5.296, 2.540)
C (0.544, -4.728, 3.004)
C (1.030, -3.570, 2.428)
C (0.314, -2.987, 1.372)
C (-0.871, -3.567, 0.892)
C (-1.345, -4.720, 1.487)
P (0.937, -1.587, 0.523)
C (1.842, -0.396, 1.498)
C (1.535, -0.269, 2.877)
C (2.129, 0.717, 3.625)
C (3.010, 1.625, 3.019)
C (3.336, 1.514, 1.675)
C (2.778, 0.497, 0.908)
C (1.517, -1.594, -1.140)
C (2.204, -2.455, -1.976)
C (2.577, -1.943, -3.214)
C (2.276, -0.626, -3.576)
C (1.573, 0.220, -2.731)
C (1.156, -0.276, -1.488)
H (-1.011, -6.202, 2.999)
H (1.089, -5.196, 3.813)
H (1.959, -3.140, 2.780)
H (-1.409, -3.128, 0.059)
H (-2.258, -5.178, 1.131)
H (0.831, -0.953, 3.337)
H (1.915, 0.799, 4.682)
H (3.465, 2.404, 3.618)
H (4.057, 2.187, 1.230)
H (3.120, 0.345, -0.107)
H (2.449, -3.468, -1.686)
H (3.121, -2.569, -3.910)
H (2.596, -0.266, -4.546)
H (1.350, 1.231, -3.047)
S (-1.622, 0.022, 1.365)
C (-1.471, 1.830, 1.567)
S (0.163, 2.493, 1.432)
C (-2.590, 2.567, 1.781)
C (-2.496, 3.988, 1.900)
N (-2.414, 5.129, 2.001)
C (-3.867, 1.933, 1.888)
N (-4.877, 1.387, 1.893)
C (-2.765, 4.211, -2.806)
N (-2.358, 2.799, -3.056)
C (-2.849, 2.147, -4.302)
C (-1.624, 2.178, -2.238)
N (-0.933, 1.610, -1.470)
H (-3.851, 4.243, -2.750)
H (-2.411, 4.815, -3.638)
H (-2.326, 4.563, -1.876)
H (-3.937, 2.156, -4.280)
H (-2.483, 1.125, -4.351)
H (-2.483, 2.721, -5.150)

Here is a molecular structure, C25H20P2S2Tl from the Open Molecules 2025 dataset. Energies are from the ωB97M-V functional and the def2-TZVPD basis.

Calculated values
E = -71194.15317 eV
Net charge = -1
Orbital gap = 0.247 hartree
2S+1 = 1
Molar mass = 650.900 g/mol

Atoms and positions in Å:
Tl (2.146, -2.777, -2.074)
S (0.199, -1.423, -3.688)
P (-0.338, -0.821, -1.824)
C (0.406, -1.525, -0.431)
P (1.773, -0.616, 0.096)
S (3.492, -0.445, -0.961)
C (2.121, -1.543, 1.637)
C (3.370, -2.076, 1.904)
C (3.544, -2.947, 2.966)
C (2.468, -3.292, 3.766)
C (1.219, -2.745, 3.513)
C (1.048, -1.876, 2.455)
C (1.411, 1.058, 0.761)
C (2.396, 2.031, 0.828)
C (2.099, 3.271, 1.359)
C (0.824, 3.539, 1.829)
C (-0.161, 2.567, 1.759)
C (0.131, 1.328, 1.224)
C (-0.484, 0.998, -1.971)
C (0.604, 1.692, -2.489)
C (0.575, 3.070, -2.563)
C (-0.543, 3.762, -2.127)
C (-1.623, 3.074, -1.601)
C (-1.596, 1.694, -1.517)
C (-2.069, -1.348, -1.608)
C (-2.470, -1.828, -0.370)
C (-3.766, -2.264, -0.178)
C (-4.665, -2.225, -1.230)
C (-4.269, -1.741, -2.467)
C (-2.973, -1.303, -2.658)
H (4.199, -1.810, 1.263)
H (4.521, -3.370, 3.161)
H (2.601, -3.987, 4.585)
H (0.376, -3.011, 4.138)
H (0.075, -1.462, 2.236)
H (3.384, 1.805, 0.449)
H (2.866, 4.031, 1.415)
H (0.598, 4.512, 2.244)
H (-1.155, 2.781, 2.128)
H (-0.630, 0.564, 1.134)
H (1.467, 1.136, -2.834)
H (1.427, 3.606, -2.958)
H (-0.564, 4.843, -2.184)
H (-2.489, 3.621, -1.250)
H (-2.438, 1.156, -1.100)
H (-1.741, -1.854, 0.428)
H (-4.076, -2.630, 0.791)
H (-5.675, -2.587, -1.088)
H (-4.977, -1.705, -3.283)
H (-2.636, -0.929, -3.614)

Here is a molecular structure, C25H21AsBrF9N2O7SV from the Open Molecules 2025 dataset. Energies are from the ωB97M-V functional and the def2-TZVPD basis.

Calculated values
E = -235436.40666 eV
Net charge = -2
ΔE to the lowest compared entry with this formula, charge and spin = 45.9 kcal/mol
Orbital gap (spin up / spin down) = 0.155 / 0.240 hartree
2S+1 = 4
Molar mass = 870.269 g/mol

Atoms and positions in Å:
V (-3.106, -18.197, 11.875)
O (-3.995, -18.528, 13.643)
N (-5.162, -19.081, 13.778)
C (-5.396, -20.112, 12.930)
C (-6.570, -20.758, 12.967)
C (-7.461, -20.400, 13.954)
C (-7.117, -19.477, 14.855)
C (-5.897, -18.798, 14.864)
S (-5.325, -17.901, 16.184)
H (-4.702, -20.211, 12.043)
H (-6.781, -21.514, 12.268)
H (-8.351, -20.947, 14.065)
H (-7.954, -19.241, 15.607)
O (-2.827, -19.961, 11.030)
C (-2.296, -20.304, 9.862)
C (-1.770, -19.490, 8.922)
C (-1.242, -20.019, 7.622)
C (-0.767, -19.082, 6.712)
C (-0.612, -17.657, 7.069)
C (-0.963, -17.256, 8.342)
C (-1.696, -18.054, 9.305)
O (-2.201, -17.440, 10.303)
N (-0.365, -19.568, 5.514)
O (0.413, -18.680, 4.929)
O (-0.652, -20.741, 5.171)
H (-2.464, -21.215, 9.300)
H (-1.709, -20.968, 7.191)
H (-0.293, -17.073, 6.310)
H (-0.742, -16.281, 8.812)
C (-0.828, -15.295, 13.226)
As (-2.691, -15.107, 13.211)
C (-3.377, -15.463, 14.903)
C (-3.085, -13.244, 12.587)
O (-3.447, -16.190, 12.299)
H (-0.638, -15.563, 12.222)
H (-0.542, -16.262, 13.817)
H (-0.231, -14.433, 13.379)
H (-3.054, -14.995, 15.845)
H (-3.282, -16.509, 14.836)
H (-4.492, -15.309, 14.842)
H (-2.367, -12.546, 13.130)
H (-4.080, -13.028, 12.758)
H (-2.697, -13.196, 11.516)
F (-4.702, -17.046, 8.147)
C (-5.750, -16.666, 8.994)
F (-6.792, -16.345, 8.201)
F (-5.322, -15.516, 9.526)
C (-6.043, -17.732, 10.088)
O (-4.948, -17.837, 10.922)
C (-7.354, -17.243, 10.859)
F (-7.257, -15.941, 11.071)
F (-8.463, -17.443, 10.062)
F (-7.448, -17.803, 12.052)
C (-6.392, -19.119, 9.437)
F (-5.280, -19.848, 9.472)
F (-7.367, -19.894, 10.087)
F (-6.841, -19.054, 8.174)
Br (2.855, -18.642, 15.296)
C (1.181, -18.589, 14.230)
C (1.131, -18.661, 12.854)
C (-0.185, -18.522, 12.222)
C (-1.409, -18.455, 12.937)
C (-1.223, -18.379, 14.321)
C (-0.008, -18.400, 14.935)
H (1.969, -18.800, 12.226)
H (-0.219, -18.569, 11.158)
H (-2.144, -18.150, 14.961)
H (0.054, -18.311, 16.029)